# H80O40

40 unconnected molecules or ions with the total composition H80O40 at a distorted geometry (ωB97M-V/def2-TZVPD, the Open Molecules 2025 dataset).

Geometry as XYZ:
```
120
Properties=species:S:1:pos:R:3:forces:R:3:mulliken_charge:R:1
H 1.01548 2.98595 1.55472 0.0 -0.1 0.2 0.109
H 0.43407 3.60751 0.32079 -0.9 0.4 -0.2 0.101
O 1.21132 3.17201 0.63257 0.9 -0.4 -0.3 -0.184
H 0.05630 -1.90563 -5.77366 0.4 -2.1 1.3 0.311
H -0.00904 -3.42115 -6.02728 0.1 0.3 0.9 0.229
O 0.14998 -2.79242 -5.28694 0.1 -0.5 -2.5 -0.564
H -2.40972 3.67590 0.46348 0.8 -0.1 -0.2 0.164
H -3.23228 4.64907 1.28356 0.4 2.0 0.7 0.316
O -3.24099 3.80741 0.89792 -1.0 -1.7 -0.4 -0.523
H -0.02951 3.73698 5.68813 5.3 -0.4 9.5 0.182
H -1.43312 3.73940 5.05606 -0.2 -0.3 1.0 0.427
O -0.47606 3.76341 4.99086 -5.9 -0.1 -9.3 -0.561
H -6.16688 2.47495 0.81737 -0.4 0.1 -1.2 0.276
H -5.25383 3.37160 1.74907 -1.7 -3.2 -0.6 0.296
O -5.77921 2.46109 1.67372 2.0 3.0 1.8 -0.559
H 0.88943 -3.53177 -3.08704 0.4 0.3 1.2 0.289
O 0.98683 -3.66866 -2.10289 2.1 2.1 -1.4 -0.634
H 3.10914 0.85012 1.34187 -1.7 -2.1 -2.1 0.189
O 3.43517 1.41017 1.98533 -0.9 1.1 6.6 -0.787
H 1.95430 -5.26143 -1.75325 -0.6 -0.8 0.8 0.460
H 0.56017 -5.82156 -1.47152 0.9 0.3 0.5 0.297
O 1.41032 -5.61798 -1.02369 0.1 -1.9 -0.4 -0.707
H 4.18808 -0.20243 -0.23622 -4.0 0.6 0.3 0.285
H 5.50201 0.52722 0.01710 0.1 0.8 0.3 0.290
O 5.08556 -0.27422 -0.26279 3.9 -1.3 -0.6 -0.662
H 4.53027 4.91016 0.75946 3.4 1.5 -3.2 0.226
H 3.82101 5.15847 1.89631 -0.9 0.4 1.5 0.240
O 3.91309 4.48369 1.24501 -2.4 -1.9 1.8 -0.422
H -2.13129 -2.08160 -0.84786 -0.2 -3.8 -2.4 0.286
H -3.12313 -1.11561 -0.18138 -1.1 -0.2 0.5 0.201
O -2.22641 -1.33948 -0.36082 0.8 4.0 2.5 -0.470
H 1.61067 1.91524 -1.67139 4.6 1.2 4.4 0.065
O 0.99476 1.64556 -2.23552 -3.7 1.7 -5.1 -0.414
H 1.65317 -1.46616 -4.10721 1.4 -2.5 3.1 0.330
H 1.24209 0.01801 -4.27571 0.5 -1.7 -0.3 0.240
O 1.33149 -0.88541 -4.70808 -1.5 5.7 -2.2 -0.676
H -1.83955 -4.02715 -2.70233 -0.3 0.1 0.5 0.283
H -1.00175 -3.41669 -1.68066 3.0 0.9 0.6 0.293
O -1.86379 -3.72321 -1.77477 -2.4 -1.2 -1.3 -0.678
H -1.55645 0.55820 -4.02677 0.3 0.2 1.1 0.229
H -2.24987 0.99628 -5.20967 0.3 -0.5 -7.0 0.330
O -2.32937 1.00848 -4.34668 -1.3 1.8 5.9 -0.644
H -0.55864 3.25099 -5.04941 3.3 -0.9 0.2 0.196
H 0.00565 4.16365 -4.34062 0.4 2.8 1.9 0.295
O 0.44573 3.44385 -4.73248 -4.0 -1.8 -1.9 -0.584
H 0.00659 -2.66288 6.10330 0.3 0.1 -0.1 0.288
H 1.22480 -2.51436 5.01828 -1.4 0.7 4.5 0.333
O 0.91866 -2.32675 6.06917 1.1 -0.7 -4.4 -0.634
H 2.97113 -2.99724 3.19713 1.3 -1.5 -1.8 0.301
H 3.83335 -2.70941 2.03988 1.3 1.4 -0.9 0.278
O 3.40000 -3.46273 2.37935 -2.5 0.2 2.8 -0.659
H 1.54083 -1.07573 -0.04224 0.0 1.6 0.2 -0.041
O 1.78659 -0.21097 0.36767 3.5 -4.9 1.2 0.157
H 4.25006 -0.95534 5.01541 -0.6 -1.8 0.0 0.292
H 3.32622 -1.76660 5.85651 -1.7 -0.1 1.9 0.294
O 3.97478 -1.89696 5.20916 1.6 1.4 -1.3 -0.558
H -3.11942 -3.65973 3.13233 -1.8 2.8 0.3 0.311
O -3.47992 -2.68036 3.26744 3.8 -2.8 0.0 -0.723
H -2.96811 3.20866 -2.73150 0.4 0.7 -0.7 0.256
H -2.48946 2.68570 -4.09078 -0.2 2.5 1.9 0.457
O -2.58096 3.61231 -3.54442 0.0 -3.2 -0.9 -0.695
H 3.48382 -2.86723 -1.68089 0.3 0.5 0.2 0.319
H 4.32485 -1.70309 -1.70823 0.5 0.8 0.1 0.331
O 3.39922 -1.90523 -1.56576 -0.5 -0.9 0.1 -0.431
H -1.26125 -0.93142 4.53614 -0.4 0.9 -0.8 0.334
H -0.83265 -1.61643 3.43263 1.8 -2.9 -1.8 0.135
O -1.29414 -0.83459 3.54599 -1.1 2.2 2.7 -0.415
H -5.01498 -0.83647 1.72814 -4.2 -2.6 -0.2 0.185
H -4.23339 -0.08470 2.84847 -0.5 -0.8 -1.7 0.192
O -4.28568 -0.36059 1.89584 4.6 3.4 1.6 -0.365
H -0.67825 6.10654 -0.05389 1.0 -0.1 0.4 0.282
H 0.68387 5.77230 0.74984 0.7 -0.4 -0.4 0.305
O -0.20899 6.08763 0.80056 -1.9 0.4 -0.1 -0.583
H -2.47952 -1.14097 -4.66067 -3.8 0.2 2.4 0.523
H -1.02458 -0.98632 -4.64890 4.8 1.1 3.7 0.379
O -1.72000 -1.20718 -5.12768 -1.1 -2.0 -6.6 -0.689
H 3.33811 2.03064 -4.76662 -1.0 0.1 -0.5 0.313
H 2.07030 2.57862 -5.63533 -2.2 -0.8 0.2 0.319
O 2.96877 2.63059 -5.43537 3.3 0.4 0.1 -0.683
H 2.90995 3.95804 -4.21078 -0.2 0.1 -0.5 0.384
H 2.83733 5.12344 -3.07790 1.2 -2.0 -1.2 0.305
O 3.36976 4.34681 -3.46166 -0.8 2.1 1.9 -0.630
H -3.43765 -2.45888 -2.98184 -1.1 0.4 -2.3 0.321
H -3.85674 -3.05812 -4.36933 0.0 -1.0 -0.6 0.290
O -3.87596 -2.25007 -3.88649 0.8 0.6 3.1 -0.669
H 0.17676 5.48129 4.07351 1.4 0.2 -0.1 0.346
H -0.27050 4.58576 3.14677 2.3 0.2 -0.6 0.232
O 0.61670 5.04831 3.31078 -2.5 0.3 -0.3 -0.597
H -1.49574 -3.84661 2.11594 -0.3 -0.1 -0.4 0.195
O -0.82936 -3.37323 2.60667 1.0 0.1 -0.1 -0.441
H -1.81959 0.12449 -1.45959 -0.5 -0.5 1.0 0.234
H -0.63696 1.04723 -1.74653 2.6 2.9 1.7 0.184
O -1.16983 0.40778 -2.08089 -2.0 -2.8 -2.8 -0.138
H 1.25673 0.47447 0.17853 -3.5 3.5 -1.5 0.122
H 1.96997 -3.47533 -1.79720 -3.6 0.0 -1.2 -0.032
H -2.51093 -2.30197 3.44873 -2.9 -0.1 -1.1 0.348
H 2.85992 1.15007 2.92564 2.4 1.1 -4.4 0.393
H 0.87573 2.56674 -2.69030 -0.2 -2.5 0.4 0.262
H -0.00976 -3.64266 2.12531 -0.6 -0.2 0.5 0.190
O 0.94505 -5.10176 1.56781 -7.0 -3.5 0.8 -0.532
H 0.95958 -5.64218 0.77944 -0.2 -0.2 -0.4 0.413
H 1.70276 -4.70881 1.51757 7.6 4.0 0.0 0.193
O -2.16068 -2.78599 5.46144 0.3 -1.4 0.6 -0.647
H -2.02755 -3.74724 5.32553 0.5 0.6 0.4 0.307
H -3.00412 -2.74632 4.98796 -0.5 0.7 0.0 0.430
O 4.80265 -0.62836 3.10200 -7.0 -2.6 -9.2 -0.562
H 5.29916 -0.41895 3.72847 7.2 3.1 8.0 0.215
H 4.55467 0.14546 2.53523 0.4 -0.4 0.8 0.479
O 3.97714 -3.65697 -3.48038 -0.1 0.7 -2.2 -0.631
H 3.06168 -3.38825 -3.48770 -1.1 -0.3 0.8 0.202
H 4.07699 -3.17635 -4.34328 1.3 -0.8 0.7 0.388
O -3.21262 3.35047 5.07612 -1.1 -1.9 -1.5 -0.719
H -3.45954 2.42101 5.31449 0.5 1.1 0.5 0.343
H -3.50985 3.26920 4.13174 0.4 0.8 0.9 0.306
O -6.49951 -1.13160 -1.98042 -5.4 -2.4 -0.6 -0.553
H -6.20081 -1.64702 -1.28570 0.7 -1.7 2.1 0.284
H -5.85297 -0.57221 -2.15464 4.6 4.1 -1.5 0.274
O -0.89264 1.55746 1.78490 -3.5 1.8 4.4 -0.297
H -1.44014 1.42736 2.75153 1.9 1.1 -4.0 0.316
H -0.53486 0.72093 1.90086 1.6 -2.9 -0.4 0.022
```
Positions in Å, forces in eV/Å.

Its LUMO energy is -0.5 eV. Its total energy is -3057.10933 Ha. Its charge is 0. The value obtained for the max |F| is 0.2302 Eh/bohr. The energy above the lowest of the compared OMol25 structures with the same formula, charge and spin is 17.633 eV.